(1)
Computed, not measured: C12H17Cl2EuN as an isolated structure, with ωB97M-V/def2-TZVPD.

Geometry as ORCA input:
```
! wB97M-V def2-TZVPD RIJCOSX def2/J DEFGRID3
* xyz -1 7
Eu -0.49 0.23 -1.48
Cl 2.06 0.19 -1.99
Cl -2.29 1.96 -0.81
C -1.28 -0.17 -3.14
H -2.38 -0.32 -3.23
H -0.85 -0.94 -3.82
C -1.49 -1.55 0.39
C -1.22 -1.77 -0.87
H -2.17 -0.75 0.73
C 0.10 -2.54 -1.29
H -1.99 -1.68 -2.01
C 0.20 -3.78 -0.40
H 0.01 -2.79 -2.34
H 1.07 -1.99 -1.23
C 0.22 -3.34 1.15
H -0.71 -4.40 -0.55
H 1.04 -4.48 -0.61
C -0.76 -2.23 1.56
H 0.06 -4.26 1.76
H 1.27 -3.01 1.33
H -1.44 -2.63 2.35
H -0.15 -1.47 2.11
C 1.38 4.84 1.63
C 0.09 4.34 1.86
C -0.28 3.13 1.26
N 0.55 2.42 0.49
C 1.77 2.88 0.26
C 2.25 4.09 0.81
H 1.69 5.78 2.06
H -0.64 4.84 2.48
H -1.29 2.73 1.34
H 2.40 2.27 -0.40
H 3.26 4.41 0.59
*
```

Orbital gap (alpha / beta) ... 5.76 / 5.86 eV
HOMO level (alpha / beta) ... -2.8 / -2.9 eV

(2)
Computed, not measured: a 2-piece molecular cluster, C9H14O overall, with ωB97M-V/def2-TZVPD.

Geometry as ORCA input:
```
! wB97M-V def2-TZVPD RIJCOSX def2/J DEFGRID3
* xyz 0 1
C 1.14 0.86 1.04
C 0.88 -0.61 0.89
C 0.12 -1.10 -0.15
C -0.20 -2.46 -0.25
C 0.47 -3.35 0.56
O 0.55 -4.70 0.36
C 1.33 -2.86 1.55
C 1.41 -1.51 1.81
H 2.15 1.12 0.71
H 1.10 1.15 2.09
H 0.45 1.49 0.48
H -0.28 -0.38 -0.85
H -1.09 -2.69 -0.83
H -0.17 -5.03 -0.18
H 1.84 -3.61 2.15
H 1.92 -1.21 2.72
C -1.71 2.41 -1.80
C -1.22 3.81 -1.36
H -2.53 2.43 -2.51
H -0.82 1.83 -2.06
H -2.04 1.95 -0.86
H -1.99 4.58 -1.44
H -0.25 4.03 -1.80
H -1.05 3.85 -0.28
*
```

Orbital gap ... 9.26 eV
Structure (SMILES) ... Cc1ccc(O)cc1.CC
HOMO level ... -8.4 eV
ΔE to the lowest compared entry with this formula, charge and spin ... 0.7505 eV